# 1
C21H26BIN2O7 | wB97M-V/def2-TZVPD

```
58
Properties=species:S:1:pos:R:3:forces:R:3
C 4.108992 -3.261476 0.526770 -6.300 -1.758 -0.312
C 2.852759 -3.526709 0.234058 5.288 0.454 1.156
C 1.341791 -3.924167 -0.187561 0.643 1.132 0.835
C 0.936494 -3.346302 -1.645260 -0.623 -0.286 0.329
C -0.344404 -2.327392 -1.506367 1.434 0.573 -0.017
C 0.152761 -0.996376 -0.745618 0.732 2.440 1.651
C -0.329857 -0.561542 0.718287 2.707 1.736 -2.668
C -1.375808 -1.440469 1.561866 0.657 -0.618 -0.591
C -2.788418 -1.728137 0.825190 -0.012 0.708 0.907
C -3.254458 -0.603274 -0.230045 -0.980 -1.049 -1.075
C -4.534302 -1.245797 -1.044318 -0.218 -0.166 0.350
C -5.911693 -0.421130 -0.812902 0.489 -1.613 -1.361
N -6.498690 -0.773354 0.520711 0.967 0.933 0.115
C 0.332033 0.782261 1.295948 1.040 -0.162 -2.979
B -0.029428 1.393308 2.788725 0.570 -0.662 0.021
O 0.819012 0.875310 3.882357 -0.821 2.098 -1.376
O -1.099055 2.345035 3.028598 2.368 -0.059 0.141
C -0.606177 3.735063 2.908140 -0.076 0.282 -1.076
C 1.411697 1.640288 0.480431 -0.937 -1.592 -0.887
C 2.104241 2.980459 1.116111 0.756 -1.146 -0.739
C 1.863757 1.242486 -0.973058 -2.176 -1.602 2.310
C 1.192148 -0.085911 -1.518671 0.526 1.247 0.406
C 1.835331 -0.214055 -2.970567 -0.352 -0.725 -0.747
O 1.731596 -1.098553 -3.894964 0.140 2.821 3.405
N 2.668322 1.016950 -3.203935 -0.269 -0.816 1.889
I 4.261875 0.818146 -4.486588 -0.556 0.173 0.355
C 2.895006 1.889973 -1.994651 0.226 0.194 1.140
O 3.738060 2.839714 -1.887096 -3.611 -3.900 -0.634
H 5.100611 -3.149255 1.112118 -2.322 -0.047 -1.651
H 1.128746 -5.056557 -0.095296 0.836 1.798 -0.173
H 0.661872 -3.413658 0.607308 1.278 -0.803 -1.288
H 1.865363 -2.839191 -2.086502 -1.742 -0.770 0.324
H 0.563281 -4.248667 -2.272247 0.916 1.560 0.754
H -0.717808 -1.975892 -2.554119 0.675 -0.904 1.803
H -1.151189 -2.926382 -0.951121 1.057 1.229 -0.766
H -0.872036 -2.483091 1.719629 -0.893 1.776 -0.071
H -1.610042 -1.044463 2.613922 0.722 -0.171 -1.629
H -3.599366 -1.740400 1.666986 1.284 -0.096 -1.474
H -2.757339 -2.800967 0.406127 -0.207 1.871 0.218
H -2.481159 -0.342059 -1.036660 -0.821 -0.449 1.594
H -3.581656 0.387239 0.267839 0.643 -1.665 -0.535
H -4.301812 -1.413936 -2.166390 -0.307 0.545 1.778
H -4.729188 -2.313894 -0.611181 0.289 1.786 -0.814
H -5.698970 0.696270 -0.967276 -0.586 -1.603 0.594
H -6.676980 -0.772094 -1.620910 1.307 0.784 1.290
H -6.381096 -1.787919 0.718782 0.064 1.106 -0.393
H -5.924246 -0.261528 1.221632 -0.639 -0.728 -0.452
H 1.583242 1.489630 4.016648 -0.877 -0.843 -0.079
H -1.330010 4.484768 3.430404 1.227 -1.614 -0.914
H 0.462136 3.868324 3.315134 -1.673 -0.218 -0.401
H -0.555665 3.928734 1.758355 -0.162 0.079 2.138
H 3.085195 3.152482 0.506335 -1.780 -0.133 1.016
H 2.469004 2.800123 2.209770 -0.926 0.374 -1.776
H 1.442805 3.914861 1.013430 1.057 -1.522 0.250
C 6.606023 4.469213 -1.209349 0.463 -0.230 -0.970
O 5.971724 4.689198 -0.165802 -0.699 0.293 1.297
O 6.523189 5.157209 -2.264505 -0.874 1.750 -1.067
O 7.431805 3.527528 -1.368633 1.077 -1.794 0.854
```
Positions in Å, forces in eV/Å.

As for the charge: -2. For the HOMO energy, the calculation gives 0.0425 Eh. For the energy, the calculation gives -48276.2654 eV. Its molar mass is 556.16 g mol⁻¹. The value obtained for the LUMO energy is 0.1265 Eh.

These are the Löwdin partial charges, in e, on atoms 1 to 2: 0.042 -0.104

# 2
CH12F3O9SZn | wB97M-V/def2-TZVPD

```
27
Properties=species:S:1:pos:R:3:forces:R:3
Zn 0.003896 1.098272 0.059732 0.309 -0.624 -0.126
C 1.632435 -2.938219 -0.408597 0.260 0.668 0.363
F 1.781001 -2.693425 0.909613 0.095 -0.039 -0.140
F 2.689548 -2.417928 -1.050940 -0.083 -0.052 0.174
F 1.586587 -4.223951 -0.597290 0.099 -0.756 -0.188
S 0.101796 -2.144590 -0.993645 -0.252 -0.405 -0.085
O 0.204533 -2.048567 -2.405395 0.115 0.114 -0.934
O -0.949354 -2.966368 -0.450800 0.140 0.593 0.257
O 0.251663 -0.808674 -0.364989 -0.399 0.200 0.752
O -3.147874 -1.332676 0.259035 0.556 -0.016 -0.207
H -2.772510 -0.549459 0.670360 0.032 -0.293 0.209
H -2.364270 -1.870567 -0.017456 -0.733 0.205 0.201
O 0.941618 1.424262 -1.778860 0.111 0.276 -0.485
H 1.742795 1.912884 -2.006656 -0.140 -0.001 0.023
H 0.762275 0.815750 -2.517048 0.051 -0.106 0.340
O -0.995589 0.500045 1.853842 0.011 -0.252 0.411
H -0.845384 -0.422755 2.132383 -0.049 0.239 -0.244
H -1.237332 0.993431 2.650844 0.011 -0.047 -0.167
O 0.114373 3.069482 0.730335 0.034 0.457 0.208
H 0.717225 3.374660 1.421677 0.020 -0.077 -0.170
H -0.353101 3.851359 0.404858 -0.014 -0.194 -0.010
O 1.966412 0.926453 1.106998 0.197 0.328 0.116
H 2.791296 0.710895 0.649576 -0.199 -0.139 -0.012
H 2.190540 0.963209 2.045940 -0.071 -0.125 -0.102
O -1.898878 1.504512 -0.700064 -0.401 0.312 0.127
H -2.246399 2.029589 -1.433907 0.181 -0.174 -0.028
H -2.667302 1.242373 -0.169546 0.119 -0.089 -0.283
```
Positions in Å, forces in eV/Å.

As for the charge: +1. For the HOMO energy, the calculation gives -0.4933 Eh. For the energy, the calculation gives -87060.7206 eV. Its molar mass is 322.55 g mol⁻¹. The value obtained for the LUMO energy is -0.1502 Eh.

These are the Löwdin partial charges, in e, on atoms 1 to 2: 0.668 -0.683

# 3
C5H10N2O | wB97M-V/def2-TZVPD

```
18
Properties=species:S:1:pos:R:3:forces:R:3
C -0.445140 -1.140258 0.475335 0.178 -0.022 0.079
C 0.317631 -0.941563 1.789942 -0.016 -0.035 -0.024
N 0.556141 0.979213 -1.042332 1.014 -0.136 -1.291
C -0.434395 0.209064 -1.863055 1.257 0.231 2.991
C -0.887676 0.155956 -0.145122 -2.237 -0.633 -1.348
N 1.933868 0.662022 -1.057199 0.081 0.285 -0.208
C -1.811389 0.976189 0.365022 0.135 -0.087 -0.042
O -0.015885 -0.662558 -2.577526 -0.249 0.349 -0.166
H 0.362307 1.928170 -0.744617 -0.175 -0.140 -0.071
H 2.056390 -0.058554 -1.767973 -0.109 0.075 0.046
H 2.477322 1.475179 -1.335027 -0.014 -0.136 -0.019
H -1.339448 -1.747963 0.645578 0.051 0.078 -0.038
H 0.179716 -1.703376 -0.219256 -0.048 0.056 -0.022
H -2.374443 0.679475 1.238030 0.329 0.142 0.375
H -2.113911 1.889294 -0.125593 -0.159 -0.081 -0.162
H 1.248501 -0.398351 1.614490 -0.067 -0.004 0.019
H 0.564936 -1.911307 2.227707 0.028 0.036 -0.042
H -0.274527 -0.390633 2.521595 0.001 0.021 -0.077
```
Positions in Å, forces in eV/Å.

For the HOMO energy, the calculation gives -0.2826 Eh. For the energy, the calculation gives -10370.0270 eV. The value obtained for the energy above the lowest of the compared OMol25 structures with the same formula, charge and spin is 509.3 kJ/mol. Its molar mass is 114.15 g mol⁻¹. The value obtained for the LUMO energy is 0.0153 Eh.

These are the Löwdin partial charges, in e, on atoms 1 to 2: -0.218 -0.096

# 4
C7H14 | wB97M-V/def2-TZVPD

```
21
Properties=species:S:1:pos:R:3:forces:R:3
C -1.197168 1.092930 -1.036904 0.026 0.080 -0.036
C -1.131950 -0.036179 -0.003877 -0.018 0.018 0.035
C -2.427874 -0.845181 -0.096940 -0.041 -0.059 0.009
C 0.129921 -0.906165 -0.169280 0.009 0.001 -0.055
C 1.362499 -0.356171 0.539097 -0.085 -0.065 0.105
C 2.689036 -0.158047 -0.139681 0.166 -0.128 -0.073
C 1.911521 1.032679 0.340847 -0.031 0.210 0.007
H -1.341010 0.675752 -2.042206 0.016 0.039 0.141
H -2.037480 1.764655 -0.829913 0.070 -0.101 -0.041
H -0.290125 1.698667 -1.058156 -0.186 -0.068 0.005
H -1.081422 0.411291 0.999126 -0.021 -0.043 -0.112
H -3.284717 -0.221102 0.183669 0.103 -0.116 -0.061
H -2.598407 -1.189746 -1.125140 0.063 0.000 0.146
H -2.419825 -1.724824 0.556088 0.026 0.139 -0.049
H -0.065472 -1.902078 0.252635 0.018 0.153 -0.103
H 0.332785 -1.072376 -1.237250 -0.022 0.120 0.119
H 1.441672 -0.695490 1.571249 -0.028 0.060 -0.145
H 3.599694 -0.442579 0.379409 -0.162 0.039 -0.057
H 2.724306 -0.304633 -1.216779 -0.028 -0.031 0.177
H 1.481178 1.677157 -0.416684 0.112 -0.138 0.136
H 2.250042 1.565387 1.224959 0.012 -0.109 -0.148
```
Positions in Å, forces in eV/Å.

For the HOMO energy, the calculation gives -0.3705 Eh. For the energy, the calculation gives -7485.3112 eV. The value obtained for the energy above the lowest of the compared OMol25 structures with the same formula, charge and spin is 94.9 kJ/mol. Its molar mass is 98.19 g mol⁻¹. The value obtained for the LUMO energy is 0.0461 Eh. Its SMILES is CC(C)CC1CC1.

These are the Löwdin partial charges, in e, on atoms 1 to 2: -0.081 -0.433

# 5
C34H66BrNO15 | wB97M-V/def2-TZVPD

```
117
Properties=species:S:1:pos:R:3:forces:R:3
O -1.287500 -2.034732 1.601150 1.987 2.053 -4.839
C -0.844954 -1.622348 0.493565 -2.083 -1.476 4.868
Br -0.503739 -3.046241 -0.867192 -0.084 1.420 0.475
C -0.614537 -0.056502 0.233378 1.335 0.257 -1.335
N -1.850410 0.729881 -0.000860 0.613 1.252 0.241
C -2.783580 0.903381 1.134634 -1.333 -0.088 1.842
O -2.749309 1.752660 2.061008 0.360 -3.609 -3.920
C -3.854723 -0.238951 0.839470 -1.905 -1.945 -1.588
C -4.823343 -1.024273 1.745723 0.336 -0.485 -4.276
C -5.701965 -2.124609 1.042396 2.455 1.880 -2.164
C -5.576470 -2.407928 -0.497933 1.991 2.571 1.344
C -4.590012 -1.597579 -1.419306 -0.190 1.108 4.340
C -3.744367 -0.519013 -0.712955 -1.980 -1.294 1.900
C -2.618022 0.482330 -1.229544 -1.222 -0.532 -2.276
O -2.461481 0.979105 -2.378717 -0.129 -2.216 5.088
H 0.030764 0.034527 -0.718291 -0.933 -0.061 1.577
H -0.025394 0.390693 1.118450 -1.088 -0.918 -1.322
H -4.863471 -0.813188 2.860524 -0.033 -0.392 -1.728
H -6.429027 -2.749376 1.657488 1.229 0.965 -0.997
H -6.201051 -3.235029 -0.980543 1.014 1.353 0.946
H -4.456828 -1.788611 -2.531037 -0.324 0.215 1.741
C -2.714219 -7.457402 2.414473 0.152 -0.151 -0.020
O -3.068997 -7.867552 1.099628 -0.331 0.283 0.201
C -4.476081 -7.813431 0.873643 0.374 -0.043 -0.477
C -4.886314 -6.528900 0.160558 -0.192 0.117 0.444
O -4.635133 -5.377012 0.962640 0.168 -0.274 -0.195
C -3.409630 -4.734212 0.627504 -0.001 0.103 0.093
H -1.654222 -7.195782 2.414893 -0.078 -0.080 -0.069
H -3.284369 -6.588120 2.750723 -0.021 -0.037 -0.091
H -2.872039 -8.286806 3.112393 -0.007 0.065 0.075
H -5.021466 -7.933323 1.813946 -0.025 0.106 0.013
H -4.724676 -8.665237 0.229870 -0.033 0.064 0.044
H -5.965693 -6.559116 -0.023848 0.020 -0.057 -0.005
H -4.385530 -6.437586 -0.810153 0.070 -0.076 0.089
H -3.554053 -4.105248 -0.255265 0.146 -0.004 -0.019
H -2.605106 -5.447843 0.436747 -0.081 -0.049 0.014
H -3.116543 -4.100531 1.466652 -0.090 0.004 -0.088
C 0.687134 -2.531572 -6.699678 0.025 0.100 -0.223
O -0.246171 -3.517593 -7.125780 0.060 -0.040 0.498
C -0.305543 -4.631151 -6.236798 -0.441 0.096 -0.419
C -1.471293 -4.514579 -5.260125 0.375 0.028 0.299
O -1.316367 -3.399151 -4.384462 -0.121 -0.015 -0.390
C -2.047216 -2.259399 -4.818328 0.121 0.038 0.219
H 0.445326 -1.593024 -7.202537 0.034 -0.134 -0.066
H 0.656209 -2.362836 -5.620397 -0.056 -0.099 -0.023
H 1.698588 -2.835310 -6.990369 0.036 0.067 0.065
H 0.643002 -4.750140 -5.705672 -0.035 0.042 0.096
H -0.457435 -5.522034 -6.857320 0.009 0.021 0.085
H -1.494132 -5.411351 -4.631920 0.009 0.001 -0.042
H -2.428399 -4.456113 -5.790821 0.109 0.038 -0.071
H -3.096663 -2.361841 -4.525027 -0.092 0.050 -0.075
H -1.985400 -2.113437 -5.898834 0.011 -0.071 0.023
H -1.628562 -1.379000 -4.326527 -0.039 -0.105 0.048
C 1.716209 3.210666 5.310808 0.161 -0.120 -0.015
O 1.360265 2.793835 3.997961 -0.221 0.237 0.182
C -0.046367 2.859136 3.766214 0.340 0.007 -0.537
C -0.440845 4.143563 3.040921 -0.314 0.010 0.424
O -0.181431 5.298906 3.838044 0.340 -0.209 -0.164
C 1.049971 5.925823 3.506173 -0.156 0.099 0.092
H 2.778760 3.461619 5.312423 -0.085 -0.071 -0.031
H 1.154404 4.087941 5.639475 0.001 -0.046 -0.073
H 1.548318 2.387989 6.014525 -0.002 0.068 0.086
H -0.596933 2.750617 4.704749 -0.022 0.092 0.002
H -0.299797 2.005345 3.127765 -0.080 0.097 0.058
H -1.518290 4.123217 2.851134 0.079 -0.069 -0.005
H 0.065474 4.223415 2.072064 0.062 -0.079 0.085
H 0.916905 6.551292 2.618404 0.097 0.022 -0.056
H 1.848059 5.202600 3.324081 -0.057 -0.033 0.005
H 1.344674 6.561300 4.343805 -0.103 -0.030 -0.042
C 4.582488 -2.215770 2.274562 0.180 -0.045 0.125
O 5.489910 -1.257694 1.744050 -0.405 -0.054 -0.251
C 5.331303 -1.078157 0.337837 0.295 0.409 0.305
C 4.470848 0.139316 0.015441 -0.271 -0.352 -0.167
O 3.132734 -0.022145 0.481935 0.265 -0.006 0.181
C 2.910032 0.614189 1.735491 -0.149 0.098 -0.122
H 4.514886 -2.059649 3.353083 0.094 0.017 -0.090
H 3.580165 -2.124657 1.849082 0.067 0.051 -0.042
H 4.964895 -3.225210 2.088684 -0.101 -0.035 0.009
H 4.922176 -1.982446 -0.121403 -0.101 0.037 -0.010
H 6.334140 -0.916107 -0.074109 -0.085 -0.007 -0.019
H 4.416998 0.253037 -1.072330 0.038 -0.013 0.030
H 4.911894 1.055505 0.423988 0.024 -0.116 0.062
H 2.741201 1.683417 1.579742 0.005 0.044 0.145
H 3.744369 0.475659 2.426100 -0.013 -0.023 -0.055
H 2.015039 0.178365 2.184702 0.056 0.017 -0.048
C 0.837262 3.289264 -9.462927 0.041 0.189 -0.102
O 2.027948 2.918278 -10.146565 -0.143 -0.309 0.333
C 2.865358 2.071816 -9.360922 0.099 0.024 -0.583
C 2.672771 0.599977 -9.712135 -0.171 0.006 0.444
O 1.356922 0.149704 -9.395777 0.112 0.264 -0.275
C 0.493918 0.150709 -10.525818 -0.073 -0.134 0.108
H 0.111049 3.628889 -10.204192 0.133 0.006 0.009
H 0.398183 2.458955 -8.904661 0.089 -0.014 -0.038
H 1.050991 4.115197 -8.776045 -0.088 -0.029 0.053
H 2.697458 2.247599 -8.294691 -0.061 -0.086 0.016
H 3.900043 2.352869 -9.589121 -0.052 -0.051 0.048
H 3.366376 0.002146 -9.111588 0.007 0.041 -0.022
H 2.899568 0.411581 -10.767578 -0.034 0.124 0.037
H 0.671977 -0.746736 -11.125359 -0.038 0.013 -0.094
H 0.628747 1.036680 -11.150100 0.058 -0.004 0.055
H -0.536864 0.135225 -10.166439 0.108 -0.060 0.044
C 3.888573 6.024661 8.256301 0.068 -0.109 -0.181
O 2.808109 5.105715 8.153723 0.024 0.234 0.369
C 2.349286 4.661653 9.429609 -0.375 -0.095 -0.443
C 1.125031 5.443438 9.894989 0.309 0.154 0.312
O 1.429329 6.819600 10.112912 -0.001 -0.208 -0.363
C 1.073494 7.639011 9.006697 -0.009 0.102 0.154
H 3.960794 6.571604 7.313928 -0.036 -0.120 0.028
H 3.749821 6.746455 9.064731 -0.069 -0.076 -0.007
H 4.822786 5.475744 8.416645 0.041 0.089 0.039
H 3.154698 4.714597 10.167412 -0.033 0.090 0.041
H 2.067965 3.608416 9.314147 0.009 0.063 0.053
H 0.792091 5.035425 10.855006 0.019 -0.022 -0.042
H 0.296462 5.341187 9.185009 0.124 -0.025 -0.048
H 0.001970 7.856430 9.039556 -0.032 0.027 -0.104
H 1.320025 7.174120 8.049544 -0.003 -0.051 0.051
H 1.625816 8.577312 9.087097 -0.052 -0.078 0.091
```
Positions in Å, forces in eV/Å.

For the HOMO energy, the calculation gives -0.3312 Eh. For the energy, the calculation gives -138560.0990 eV. Its molar mass is 808.80 g mol⁻¹. The value obtained for the LUMO energy is -0.0373 Eh. Its SMILES is O=C(Br)CN1C(=O)c2ccccc2C1=O.COCCOC.COCCOC.COCCOC.COCCOC.COCCOC.COCCOC.

These are the Löwdin partial charges, in e, on atoms 1 to 2: -0.039 -0.648